Entry 1:
Formula: C23H29N3O5
Source: the OMol25 dataset
Level of theory: ωB97M-V/def2-TZVPD

Geometry (Å):
O -2.5679 -2.7479 1.6798
C -2.0074 -2.9171 0.5785
O -1.0332 -3.8609 0.1370
C -0.6390 -3.5540 -1.2395
O -1.1481 -4.5530 -2.1488
C -1.1676 -2.0293 -1.4097
C -1.8286 -1.6007 -2.8052
C -0.7836 -1.1973 -3.9538
O -0.1662 0.1090 -3.7778
C 0.0563 -1.1795 -0.8079
C -0.3754 0.1073 0.0517
C 0.8861 0.8974 0.7025
C 1.6897 1.7914 -0.3825
N 2.8297 0.9375 -0.8756
C 3.9546 0.3933 -0.1205
C 4.8774 -0.4675 -1.0569
C 4.2448 -0.4461 -2.4939
C 3.0193 0.4610 -2.2285
O -2.3255 -2.0598 -0.5184
H 0.5039 -3.6482 -1.3563
H -0.8290 -5.4238 -1.7931
H -2.3969 -2.5326 -3.1975
H -2.5693 -0.7354 -2.6974
H 0.0134 -2.0164 -4.1463
H -1.3970 -1.1238 -4.9376
H -0.6927 0.6642 -3.1590
H 0.6398 -1.8704 -0.0826
H 0.7687 -0.9482 -1.6721
H -0.9974 -0.2784 0.9493
H -1.0234 0.8569 -0.5214
H 0.5285 1.5552 1.5836
H 1.5594 0.0822 1.1788
H 2.0917 2.7676 0.0761
H 1.0071 2.0711 -1.2721
H 4.1005 0.6079 1.0042
H 5.8311 -1.0238 -0.7841
H 4.5425 -0.9394 -3.4725
H 2.2491 0.7321 -3.0268
C -6.4260 -1.6561 2.2982
C -5.6499 -1.5129 1.1572
C -6.2121 -0.8848 0.0573
N -7.4679 -0.4085 0.0284
C -8.1975 -0.5618 1.1453
C -7.7267 -1.1715 2.2970
H -6.0213 -2.1410 3.1801
H -4.6316 -1.8802 1.1230
H -5.6442 -0.7462 -0.8572
H -9.2087 -0.1702 1.0940
H -8.3601 -1.2658 3.1705
C 5.5138 5.0755 3.4366
C 6.0705 4.2608 2.4613
C 5.3330 3.1766 2.0136
N 4.1092 2.8645 2.4718
C 3.5946 3.6688 3.4166
C 4.2500 4.7777 3.9265
H 6.0595 5.9346 3.8117
H 7.0547 4.4633 2.0575
H 5.7239 2.5118 1.2496
H 2.6062 3.3926 3.7703
H 3.7853 5.3924 4.6873

Forces on atoms 1 to 2 (eV/Å):
2.8 -1.6 -4.2
-1.5 1.4 0.6

Its structure (SMILES) is O=C1O[C@@H](O)[C@](CCO)(CCCCn2cccc2)O1.c1ccncc1.c1ccncc1. Its LUMO energy is 0.497 eV. Its net charge is 0. Its energy above the lowest of the compared OMol25 structures with the same formula, charge and spin is 673.0 kJ/mol.

Entry 2:
Formula: C2H10N2O2P
Source: the OMol25 dataset
Level of theory: ωB97M-V/def2-TZVPD

Geometry (Å):
C -1.4758 -1.0788 -0.5066
C 0.8039 1.5710 0.6136
N 0.3775 -1.1436 -2.7707
N 0.6315 1.5882 1.9464
O 0.9491 -1.6250 0.6637
O 0.7547 -0.2536 -1.7406
P 0.0758 -0.1538 -0.3341
H -1.6015 -1.9833 0.2081
H -2.2138 -0.2821 -0.1932
H -1.5033 -1.2446 -1.5853
H 1.7843 1.3743 0.2875
H 0.2115 2.3846 -0.0111
H 1.0126 -0.7343 -3.4876
H 0.5120 -2.0711 -2.3234
H 1.1462 0.8254 2.5593
H -0.1425 2.1211 2.3954
H 1.7380 -1.5044 1.2330

Forces on atoms 1 to 2 (eV/Å):
-0.7 0.9 2.0
-2.9 1.2 -1.6

Its LUMO energy is -3.729 eV. Its net charge is +1. Its energy above the lowest of the compared OMol25 structures with the same formula, charge and spin is 524.9 kJ/mol.

Entry 3:
Formula: C3H9N3O
Source: the OMol25 dataset
Level of theory: ωB97M-V/def2-TZVPD

Geometry (Å):
C 0.6327 -1.6574 1.5044
C 0.0139 -1.2307 0.1016
N -0.9292 -0.1560 0.2943
N 0.0536 1.0154 0.5557
C 0.2009 1.9676 -0.3703
N 0.0936 1.9683 -1.7155
O -0.4450 0.5473 -2.4295
H -0.2289 -2.1144 2.0322
H 0.5414 -0.6185 2.0412
H 1.6038 -2.2711 1.3982
H 0.8963 -0.9054 -0.5680
H -0.4754 -2.1108 -0.4888
H -1.2691 -0.3833 1.5008
H 0.6215 2.9465 0.1239
H -0.4716 2.8718 -2.3793
H -0.8384 0.1306 -1.6009

Forces on atoms 1 to 2 (eV/Å):
-1.5 1.5 -0.7
2.1 -2.8 -1.1

Its structure (SMILES) is CCN/N=C\NO. Its LUMO energy is 0.554 eV. Its net charge is 0. Its energy above the lowest of the compared OMol25 structures with the same formula, charge and spin is 769.1 kJ/mol.

Entry 4:
Formula: C5H7NO
Source: the OMol25 dataset
Level of theory: ωB97M-V/def2-TZVPD

Geometry (Å):
C -0.6440 -2.1499 1.0661
C -0.4842 -1.0064 0.7219
C -0.2931 0.3695 0.2444
C -1.4963 0.8578 -0.5697
C 1.0129 0.4706 -0.5699
N 2.1380 0.1327 0.1224
O 1.0448 0.8852 -1.7113
H -0.8070 -3.1656 1.3541
H -0.1522 1.0228 1.1164
H -2.2814 1.2309 0.0912
H -1.9079 0.0488 -1.1766
H -1.1844 1.6585 -1.2408
H 2.9952 0.0709 -0.4068
H 2.0598 -0.4258 0.9584

Forces on atoms 1 to 2 (eV/Å):
0.0 0.5 -0.1
0.0 -0.5 0.2

Its structure (SMILES) is C#C[C@H](C)C(N)=O. Its LUMO energy is 0.888 eV. Its net charge is 0. Its energy above the lowest of the compared OMol25 structures with the same formula, charge and spin is 133.0 kJ/mol.

> Which formula does entry 4 have?

C5H7NO

> Which of these has the highest net charge?

C2H10N2O2P

Please write out number 3 again, unchanged.
Formula: C3H9N3O
Source: the OMol25 dataset
Level of theory: ωB97M-V/def2-TZVPD

Geometry (Å):
C 0.6327 -1.6574 1.5044
C 0.0139 -1.2307 0.1016
N -0.9292 -0.1560 0.2943
N 0.0536 1.0154 0.5557
C 0.2009 1.9676 -0.3703
N 0.0936 1.9683 -1.7155
O -0.4450 0.5473 -2.4295
H -0.2289 -2.1144 2.0322
H 0.5414 -0.6185 2.0412
H 1.6038 -2.2711 1.3982
H 0.8963 -0.9054 -0.5680
H -0.4754 -2.1108 -0.4888
H -1.2691 -0.3833 1.5008
H 0.6215 2.9465 0.1239
H -0.4716 2.8718 -2.3793
H -0.8384 0.1306 -1.6009

Forces on atoms 1 to 2 (eV/Å):
-1.5 1.5 -0.7
2.1 -2.8 -1.1

Its structure (SMILES) is CCN/N=C\NO. Its LUMO energy is 0.554 eV. Its net charge is 0. Its energy above the lowest of the compared OMol25 structures with the same formula, charge and spin is 769.1 kJ/mol.

> net charge of number 1 (C23H29N3O5)?

0